Computed, not measured: C19H26N2O3S in the gas phase, with ωB97M-V/def2-TZVPD.

XYZ file:
```
51
Properties=species:S:1:pos:R:3
C -5.98 -1.38 -0.37
H -6.22 -1.43 0.69
O -4.66 -1.80 -0.62
C -3.63 -1.09 -0.09
C -2.35 -1.55 -0.39
C -1.24 -0.90 0.10
C -1.38 0.24 0.90
C -2.66 0.68 1.22
C -3.78 0.02 0.74
H -4.76 0.38 1.02
H -2.80 1.52 1.89
C -0.16 0.91 1.38
O 0.83 0.28 1.69
C -0.18 2.44 1.51
C 1.27 2.92 1.59
H 1.81 2.31 2.30
H 1.30 3.96 1.92
C 1.88 2.80 0.17
N 1.03 2.01 -0.69
C 1.41 0.88 -1.34
N 2.46 0.20 -0.80
H 2.51 0.23 0.21
C 2.99 -0.99 -1.42
H 4.02 -0.79 -1.76
H 2.37 -1.22 -2.29
C 3.01 -2.20 -0.48
C 3.88 -2.01 0.79
H 4.66 -2.77 0.81
C 2.89 -2.20 1.94
H 2.51 -1.24 2.29
C 1.76 -2.98 1.27
H 1.99 -4.05 1.24
O 1.69 -2.46 -0.04
H 0.79 -2.82 1.74
H 3.32 -2.74 2.78
H 4.36 -1.04 0.81
H 3.37 -3.06 -1.06
S 0.66 0.42 -2.75
C -0.23 2.64 -0.98
C -0.86 3.13 0.33
H -1.94 2.95 0.31
H -0.72 4.21 0.45
H -0.09 3.48 -1.68
H -0.87 1.90 -1.47
H 1.96 3.79 -0.28
H 2.88 2.36 0.21
H -0.71 2.68 2.45
H -0.25 -1.26 -0.13
H -2.24 -2.41 -1.02
H -6.61 -2.08 -0.92
H -6.16 -0.37 -0.74
```

Values from the calculation:
**Multiplicity**: 1
**Orbital gap**: 8.31 eV
**HOMO**: -7.698 eV
**Relative energy (zero: lowest compared OMol25 entry of this formula, charge and spin)**: 36.2 kcal/mol

Computed, not measured: C5H12O in the gas phase in a non-equilibrium geometry, with ωB97M-V/def2-TZVPD.

XYZ file:
```
18
Properties=species:S:1:pos:R:3
C 2.96 -0.50 0.07
C 1.79 0.31 -0.32
C 0.44 0.03 0.42
C -0.69 0.83 -0.17
C -2.11 0.32 0.23
H 3.08 -0.52 1.13
H 3.82 -0.01 -0.48
H 2.96 -1.57 -0.23
H 1.51 0.28 -1.40
H 2.06 1.38 -0.13
H 0.17 -1.09 0.29
H 0.57 0.21 1.49
H -0.61 0.80 -1.30
H -0.71 1.90 0.22
H -2.18 0.40 1.33
H -2.82 1.06 -0.20
H -2.72 -1.05 -1.11
O -2.43 -0.97 -0.13
```

Values from the calculation:
**Multiplicity**: 1
**Orbital gap**: 10.93 eV
**HOMO**: -9.986 eV
**Relative energy (zero: lowest compared OMol25 entry of this formula, charge and spin)**: 20.7 kcal/mol

Computed, not measured: 2 unconnected molecules or ions with the total composition C4H4O3 in a non-equilibrium geometry, with ωB97M-V/def2-TZVPD.

XYZ file:
```
11
Properties=species:S:1:pos:R:3
O -1.15 2.38 -2.04
C -0.40 1.89 -1.34
O -2.00 0.05 -0.26
C -1.16 0.05 0.61
C 0.13 -0.68 0.52
C 1.40 -0.70 -0.20
O 1.33 -0.31 1.17
H -0.27 -1.65 0.83
H -1.39 0.33 1.66
H 1.78 0.05 -0.89
H 1.79 -1.71 -0.37
```

Values from the calculation:
**Multiplicity**: 1
**Orbital gap**: 10.78 eV
**HOMO**: -10.152 eV
**Relative energy (zero: lowest compared OMol25 entry of this formula, charge and spin)**: 65.3 kcal/mol

Computed, not measured: 3 unconnected molecules or ions with the total composition C36H82ClN9O10P2 in a non-equilibrium geometry, with ωB97M-V/def2-TZVPD.

XYZ file:
```
140
Properties=species:S:1:pos:R:3
C -0.41 -3.84 1.36
C -0.01 -2.83 0.88
C 0.43 -1.68 0.04
C -0.11 -0.29 0.56
N -1.55 -0.54 0.89
C -2.42 0.58 0.50
C -3.00 0.38 -0.94
C -3.52 1.73 -1.56
C -2.85 2.06 -2.91
O 0.02 0.63 -0.51
C 1.18 1.38 -0.50
O 1.51 1.56 -1.86
O 2.30 0.72 0.10
C 3.55 1.05 -0.49
C 4.68 0.67 0.55
N 4.43 1.43 1.78
C 5.41 2.49 2.04
C 5.04 3.86 1.43
C 4.28 4.81 2.40
O 6.27 4.54 1.07
C 1.00 2.79 0.21
O 0.21 3.67 -0.59
C 0.95 4.78 -1.06
C -0.08 5.79 -1.69
O 0.61 6.54 -2.68
C 1.44 7.56 -2.11
C 2.97 7.23 -2.22
N 0.34 2.70 1.52
Cl 1.46 2.18 2.76
C -0.11 4.06 1.99
C -1.64 4.29 1.79
O -2.34 4.44 3.04
C -2.38 3.26 3.74
O -2.88 2.26 3.36
C -1.67 3.23 5.13
C -1.37 4.65 5.72
H -0.91 -4.65 1.86
H 1.53 -1.63 -0.08
H 0.03 -1.77 -1.00
H 0.37 0.01 1.51
H -1.56 -0.67 1.90
H -1.99 1.58 0.66
H -3.30 0.52 1.17
H -2.18 0.04 -1.60
H -3.82 -0.36 -0.92
H -4.61 1.63 -1.71
H -3.27 2.54 -0.84
H -3.20 1.42 -3.75
H -3.10 3.11 -3.20
H -1.74 2.01 -2.88
H 1.76 2.48 -2.02
H 3.78 0.44 -1.39
H 3.70 2.13 -0.68
H 5.69 0.85 0.13
H 4.56 -0.40 0.81
H 4.28 0.83 2.59
H 6.41 2.13 1.73
H 5.45 2.62 3.15
H 4.44 3.79 0.50
H 4.88 5.12 3.27
H 3.31 4.38 2.71
H 4.03 5.73 1.82
H 6.04 5.11 0.32
H 2.04 3.20 0.28
H 1.73 4.53 -1.81
H 1.47 5.34 -0.25
H -0.44 6.44 -0.87
H -0.91 5.19 -2.10
H 1.19 7.79 -1.06
H 1.27 8.47 -2.73
H 3.16 6.47 -3.01
H 3.51 8.15 -2.51
H 3.37 6.89 -1.25
H 0.05 4.06 3.08
H 0.52 4.88 1.60
H -2.12 3.57 1.11
H -1.73 5.28 1.29
H -2.35 2.73 5.85
H -0.74 2.64 5.10
H -0.42 4.56 6.29
H -1.19 5.43 4.96
H -2.12 4.96 6.47
O -4.63 -0.57 -4.70
P -5.38 -1.80 -5.21
N -5.49 -1.28 -6.84
C -6.56 -0.63 -7.56
C -4.27 -1.32 -7.62
N -6.78 -1.52 -4.24
C -8.11 -1.23 -4.73
C -6.57 -0.76 -3.01
N -6.02 -3.35 -5.65
C -6.58 -3.78 -6.91
C -6.41 -4.24 -4.55
H -6.80 -1.20 -8.47
H -6.31 0.39 -7.85
H -7.50 -0.59 -7.02
H -3.96 -2.36 -7.81
H -3.45 -0.82 -7.09
H -4.37 -0.82 -8.59
H -8.20 -0.19 -5.07
H -8.85 -1.37 -3.94
H -8.41 -1.90 -5.53
H -6.52 0.32 -3.21
H -5.66 -1.07 -2.51
H -7.39 -0.93 -2.30
H -7.58 -3.35 -7.09
H -6.69 -4.86 -6.94
H -5.94 -3.54 -7.76
H -7.46 -4.12 -4.29
H -5.80 -4.04 -3.67
H -6.24 -5.29 -4.81
O 2.39 -6.76 2.86
P 3.83 -6.58 3.31
N 3.55 -6.92 4.96
C 3.35 -6.06 6.10
C 3.29 -8.32 5.30
N 3.91 -4.91 2.89
C 4.09 -3.81 3.81
C 2.99 -4.46 1.83
N 5.54 -6.55 3.60
C 6.25 -6.60 4.86
C 6.39 -6.04 2.52
H 4.05 -6.31 6.90
H 2.33 -6.12 6.50
H 3.54 -5.01 5.89
H 4.19 -8.93 5.16
H 2.51 -8.73 4.65
H 2.95 -8.44 6.33
H 3.17 -3.57 4.37
H 4.38 -2.90 3.27
H 4.91 -3.99 4.51
H 1.98 -4.29 2.20
H 2.96 -5.19 1.03
H 3.35 -3.52 1.40
H 6.17 -5.66 5.41
H 7.32 -6.80 4.70
H 5.92 -7.42 5.50
H 6.57 -4.97 2.62
H 5.93 -6.22 1.55
H 7.36 -6.56 2.50
```

Values from the calculation:
**Multiplicity**: 1
**Orbital gap**: 7.70 eV
**HOMO**: -7.755 eV

Computed, not measured: C3H5N3O in the gas phase, with ωB97M-V/def2-TZVPD.

XYZ file:
```
12
Properties=species:S:1:pos:R:3
O 1.87 -1.67 -0.02
C 1.51 -0.47 0.61
C 0.15 0.03 0.19
N -0.83 -0.77 -0.17
N -1.82 0.10 -0.45
C -1.40 1.36 -0.26
N -0.15 1.36 0.14
H 1.69 -1.58 -0.96
H 2.23 0.34 0.43
H 1.51 -0.68 1.68
H -2.72 -0.24 -0.76
H -2.03 2.23 -0.44
```

Values from the calculation:
**Multiplicity**: 1
**Orbital gap**: 10.74 eV
**HOMO**: -9.910 eV
**Relative energy (zero: lowest compared OMol25 entry of this formula, charge and spin)**: 27.4 kcal/mol

Computed, not measured: a molecular structure, C28H44ClFN4Re in a non-equilibrium geometry, with ωB97M-V/def2-TZVPD.

XYZ file:
```
79
Properties=species:S:1:pos:R:3
Re 0.36 -0.22 -0.12
Cl 2.51 -1.17 -0.77
C -0.89 -0.97 -4.18
C -0.41 -0.84 -1.95
N -0.25 -0.24 -3.18
H -2.02 -2.84 -4.02
N -1.16 -1.96 -2.23
H -0.89 -0.67 -5.21
C 0.48 1.05 -3.47
C 0.57 1.25 -4.99
C -0.32 2.21 -2.87
H -0.41 1.43 -5.45
H 1.18 2.14 -5.16
H 1.06 0.41 -5.49
H 2.52 1.72 -3.36
H 2.33 -0.04 -3.14
H -0.68 1.96 -1.87
C 1.90 0.94 -2.91
H -1.18 2.45 -3.49
H 0.33 3.09 -2.80
H 1.90 1.05 -1.83
C -1.45 -2.04 -3.58
C -2.84 -2.68 -0.54
H -3.57 -2.23 -1.23
H -3.27 -3.57 -0.09
C -1.56 -3.07 -1.28
H -0.73 -3.92 0.52
C -1.85 -4.35 -2.08
H -1.05 -4.58 -2.79
H -2.62 -1.95 0.24
H 0.03 -2.38 0.04
H -2.80 -4.30 -2.61
H -1.90 -5.18 -1.37
C -0.39 -3.32 -0.32
H 0.41 -3.86 -0.84
C 2.38 1.51 3.29
N 1.93 1.51 1.97
H 2.09 -0.01 4.85
N 1.25 -0.34 2.88
H 2.96 2.31 3.71
C 2.32 2.61 1.02
C 2.73 3.86 1.81
C 3.52 2.13 0.20
H 3.70 3.75 2.30
H 2.81 4.69 1.11
H 1.98 4.13 2.56
H 1.46 3.64 -0.66
H 0.36 3.49 0.72
H 3.45 1.06 -0.02
C 1.13 2.98 0.14
H 4.45 2.29 0.75
H 3.57 2.69 -0.74
H 0.69 2.08 -0.30
C 1.95 0.36 3.85
C 1.44 -2.76 2.47
H 2.37 -2.94 3.02
H 0.86 -3.69 2.45
C 0.61 -1.67 3.15
H -1.30 -2.62 2.82
C 0.62 -1.94 4.67
H 0.13 -1.14 5.23
H 1.71 -2.48 1.46
H -0.89 -1.37 1.61
H 1.63 -2.10 5.05
H 0.05 -2.86 4.84
C -0.84 -1.64 2.67
H -1.41 -0.89 3.23
C 1.23 0.36 1.69
F -5.19 2.99 1.59
C -4.06 2.33 1.24
C -3.87 1.02 1.60
C -2.70 0.33 1.25
C -1.61 0.90 0.49
C -1.89 2.29 0.18
C -3.06 2.96 0.53
H -4.64 0.51 2.17
H -2.77 -0.63 1.64
H -1.28 2.96 -0.35
H -3.20 4.00 0.25
```

Values from the calculation:
**Multiplicity**: 4
**Orbital gap (spin up / spin down)**: 1.31 / 2.91 eV
**Net charge**: -2
**HOMO (spin up / spin down)**: 3.043 / 1.329 eV
**⟨S²⟩**: 3.77

Computed, not measured: 2 unconnected molecules or ions with the total composition C4H12 in a non-equilibrium geometry, with ωB97M-V/def2-TZVPD.

XYZ file:
```
16
Properties=species:S:1:pos:R:3
C -0.37 0.56 -1.79
C -0.93 -0.54 -2.72
H 0.63 0.39 -1.40
H -0.34 1.50 -2.35
H -1.06 0.75 -0.96
H -0.73 -0.29 -3.76
H -0.35 -1.45 -2.51
H -1.96 -0.77 -2.45
C 1.35 -0.25 2.14
C -0.06 0.22 2.36
H 1.60 -0.41 1.08
H 2.07 0.50 2.45
H 1.55 -1.20 2.63
H -0.78 -0.59 2.53
H -0.47 0.93 1.63
H -0.14 0.83 3.28
```

Values from the calculation:
**Multiplicity**: 1
**Orbital gap**: 12.70 eV
**HOMO**: -11.520 eV
**Relative energy (zero: lowest compared OMol25 entry of this formula, charge and spin)**: 6.8 kcal/mol

Computed, not measured: 2 unconnected molecules or ions with the total composition C7H17N in a non-equilibrium geometry, with ωB97M-V/def2-TZVPD.

XYZ file:
```
25
Properties=species:S:1:pos:R:3
C -1.64 0.66 1.50
N -1.88 -0.73 1.69
C 1.19 0.57 -1.19
C 2.28 0.25 -2.12
C 1.03 -0.73 -0.03
C 1.35 -1.98 -0.88
C -0.16 0.48 -2.06
C -1.92 1.36 2.92
H -0.59 0.82 1.32
H -2.19 1.23 0.71
H -2.45 -1.11 1.01
H 0.93 1.47 -0.62
H 3.20 -0.14 -1.53
H 2.83 1.18 -2.55
H 0.00 -0.74 0.21
H 1.85 -0.59 0.74
H 1.70 -2.86 -0.28
H 1.93 -1.37 -1.62
H 0.39 -2.30 -1.38
H -0.15 1.37 -2.69
H -0.13 -0.46 -2.65
H -0.90 0.55 -1.22
H -1.70 0.63 3.69
H -2.98 1.57 3.03
H -1.36 2.30 3.10
```

Values from the calculation:
**Multiplicity**: 2
**Orbital gap (spin up / spin down)**: 5.01 / 3.52 eV
**Net charge**: -1
**HOMO (spin up / spin down)**: -1.413 / -1.315 eV
**Relative energy (zero: lowest compared OMol25 entry of this formula, charge and spin)**: 109.6 kcal/mol
**⟨S²⟩**: 0.75

Computed, not measured: 6 unconnected molecules or ions with the total composition C8H21N5O13 in a non-equilibrium geometry, with ωB97M-V/def2-TZVPD.

XYZ file:
```
47
Properties=species:S:1:pos:R:3
C 2.88 -1.91 -1.92
N 1.71 -1.33 -2.65
O 1.03 -1.98 -3.43
O 1.63 -0.12 -2.57
H 2.91 -2.99 -2.08
H 2.72 -1.67 -0.87
H 3.79 -1.40 -2.24
C -0.39 0.96 0.19
N 0.93 0.36 0.46
O 1.95 0.94 0.17
O 0.97 -0.68 1.11
H -0.61 0.77 -0.86
H -0.42 2.01 0.47
H -1.11 0.42 0.81
C -0.77 -2.04 3.73
N -1.67 -3.21 3.61
O -1.24 -4.24 3.07
O -2.72 -3.19 4.22
H -0.19 -2.01 2.80
H -0.13 -2.11 4.61
H -1.32 -1.10 3.82
C -0.73 6.01 -0.75
N -0.87 4.79 -1.58
O -0.78 3.69 -1.02
O -1.01 4.95 -2.79
H 0.17 5.86 -0.15
H -1.63 5.93 -0.14
H -0.76 6.90 -1.38
C 3.88 3.12 -1.51
N 4.34 3.42 -0.11
O 5.16 2.66 0.46
O 3.80 4.35 0.50
H 4.28 3.94 -2.09
H 2.79 3.16 -1.46
H 4.25 2.17 -1.90
C -1.25 -2.23 -1.56
O -2.20 -3.19 -1.04
C -2.74 -2.89 0.14
O -2.51 -1.82 0.74
O -3.57 -3.91 0.46
C -4.22 -3.99 1.72
H -1.70 -1.25 -1.77
H -0.97 -2.76 -2.47
H -0.36 -2.08 -0.95
H -4.97 -4.78 1.61
H -4.78 -3.12 2.06
H -3.57 -4.40 2.49
```

Values from the calculation:
**Multiplicity**: 1
**Orbital gap**: 10.46 eV
**HOMO**: -10.786 eV
**Relative energy (zero: lowest compared OMol25 entry of this formula, charge and spin)**: 22.3 kcal/mol

Computed, not measured: a gas-phase ion, C2H7N4S (charge +1) in a non-equilibrium geometry, with ωB97M-V/def2-TZVPD.

XYZ file:
```
14
Properties=species:S:1:pos:R:3
C 0.14 0.25 -0.96
C 0.94 0.74 1.15
N 1.02 0.70 -0.12
N -0.55 -0.90 -0.58
N -0.17 0.69 -2.12
N -0.23 -1.55 0.71
S -0.46 1.06 2.03
H 2.01 0.85 1.46
H -0.94 -1.59 -1.18
H 0.20 1.64 -2.48
H -0.93 0.34 -2.51
H 0.13 -2.41 0.38
H -1.13 -1.50 1.09
H -0.05 1.68 3.13
```

Values from the calculation:
**Multiplicity**: 1
**Orbital gap**: 9.97 eV
**Net charge**: +1
**HOMO**: -14.108 eV
**Relative energy (zero: lowest compared OMol25 entry of this formula, charge and spin)**: 28.2 kcal/mol

Computed, not measured: 2 unconnected molecules or ions with the total composition C3H11NS2, with ωB97M-V/def2-TZVPD.

XYZ file:
```
17
Properties=species:S:1:pos:R:3
C 3.53 -0.39 0.31
S 2.58 -1.34 -0.91
S 1.31 0.07 -1.70
H 4.57 -0.29 0.01
H 3.51 -0.94 1.25
H 3.10 0.60 0.42
H 0.40 0.06 -0.71
C -2.01 -0.99 0.06
N -1.36 0.20 0.59
C -1.81 1.43 -0.03
H -1.65 -1.88 0.59
H -3.09 -1.02 0.18
H -1.79 -1.10 -1.00
H -1.57 0.24 1.58
H -1.47 2.28 0.57
H -2.89 1.52 -0.16
H -1.37 1.54 -1.03
```

Values from the calculation:
**Multiplicity**: 1
**Orbital gap**: 9.45 eV
**HOMO**: -8.636 eV
**Relative energy (zero: lowest compared OMol25 entry of this formula, charge and spin)**: 8.9 kcal/mol

Computed, not measured: H3N5OS in the gas phase in a non-equilibrium geometry, with ωB97M-V/def2-TZVPD.

XYZ file:
```
10
Properties=species:S:1:pos:R:3
N 0.18 -0.38 -0.11
N -0.89 0.31 -0.15
N 1.23 0.35 -0.04
N -2.10 -0.36 0.05
N -3.29 0.31 0.01
O -3.34 1.50 0.08
S -4.68 -0.69 -0.06
H 0.91 1.34 -0.19
H 2.13 -0.03 -0.54
H -2.10 -1.42 0.17
```

Values from the calculation:
**Multiplicity**: 1
**Orbital gap (spin up / spin down)**: 8.16 / 8.16 eV
**HOMO (spin up / spin down)**: -8.859 / -8.860 eV
**Relative energy (zero: lowest compared OMol25 entry of this formula, charge and spin)**: 0.0 kcal/mol